(1)
Molecular formula: C29H50ClNO6S4
Method: DFT, wB97M-V/def2-TZVPD

```
91
Properties=species:S:1:pos:R:3
H 5.8746 1.2030 8.2094
C 5.5010 -1.8237 2.5305
C -4.7749 -2.2501 -1.6548
H 6.4012 -0.4845 7.9993
C -2.6637 -1.8885 -2.7979
C 1.6086 -0.8828 1.3970
H -6.4571 -0.7485 0.1191
H -2.1932 -3.9300 -4.4579
H 0.3032 3.3592 -1.4858
H -5.3237 5.8546 -0.9657
H -0.5267 -1.5190 -0.1133
O 1.0819 -2.9677 -7.3008
H -2.2835 -2.6105 -5.6416
H -0.5166 -4.4242 -6.0409
H -4.0052 -3.4679 -3.3200
H -0.4719 0.2116 -0.4100
C -1.6983 -3.0550 -4.8496
H -4.4351 -1.6400 1.7249
C 5.8674 0.3435 7.5396
C -3.0367 -1.0199 -0.4678
H 2.2792 3.1831 -4.8730
O 0.1541 -1.2947 -6.0311
H -5.0579 2.1154 -0.0307
H 0.5189 1.7358 -2.0798
H 5.1786 -2.6497 1.9115
H 3.8741 -1.5764 0.4974
H -2.4033 -0.9453 1.5561
N 2.6417 0.0778 0.9642
C -0.3787 -3.5378 -5.4453
C -1.5233 -2.0374 -3.7403
H 5.5934 2.8565 6.2305
H -4.7591 5.8177 0.7365
O -2.7748 3.8401 0.4807
H -6.1134 3.4011 -0.6594
C -4.4692 5.7007 -0.3074
H -0.2493 -0.8293 2.3810
C 0.3511 -2.5928 -6.3525
C 1.0403 2.6060 -1.7123
H 0.2397 0.7162 1.7333
C -3.7912 -2.6327 -2.6813
H -3.6825 6.4091 -0.5554
H 7.3272 -2.0610 1.3829
H 2.1678 4.2048 -2.5160
H -4.9694 -3.1337 1.0161
H -2.4842 0.6124 0.7783
H 3.8837 -0.4969 3.0541
H -7.6544 -1.3099 2.6430
H 4.5801 1.6204 5.4146
C 2.2866 0.6257 -0.2980
S -3.8123 4.0487 -0.5630
C 4.6257 -0.5964 2.2777
H 7.2405 -0.5429 2.2415
H 0.8186 -0.7915 -6.5050
C -5.2747 3.1807 0.0006
H 1.8933 -1.1900 2.3937
C 2.0361 3.1515 -2.7263
H 0.6403 3.5260 -4.3041
H -5.9774 -0.8530 2.9300
C -4.9461 -2.0615 0.8762
C -0.7163 -0.5415 0.3137
H 4.5853 -0.0285 0.2168
H -0.6631 -2.3111 -3.1343
C -2.2097 -0.4262 0.6290
H -7.1002 -2.2712 0.6511
C 1.5332 2.9395 -4.1337
H 5.9127 2.4117 4.5363
C -6.7808 -0.8520 2.2150
H 0.3082 -3.7613 -4.6392
C 6.9914 -1.5908 2.2970
H 2.9988 2.6851 -2.5848
H 5.2833 0.2576 2.3150
C -2.5397 -0.7587 -1.8477
H -5.5002 3.4784 1.0242
Cl -7.2038 0.8723 2.0070
O -6.0062 -2.3229 -1.8577
C -4.1934 -1.7412 -0.3732
C -6.3933 -1.4955 0.8870
H 1.6492 -1.7682 0.7686
H 7.5692 -2.0248 3.0967
S 6.7273 0.7637 6.0203
S 2.3698 -0.1609 -1.7284
H 4.8462 0.0436 7.3058
H 1.2424 1.9049 -4.2528
H -1.2930 -1.0594 -4.1293
C 5.5800 2.0444 5.5040
C 3.9628 -0.5767 0.9059
O 6.5305 -0.3760 5.0892
H 5.3694 -2.1267 3.5573
C 0.1826 -0.3400 1.5168
S 1.7336 2.2329 -0.1081
O -2.0772 0.3430 -2.2001
```

Calculated values
maximum force: 3.85 eV Å⁻¹
HOMO-LUMO gap: 7.5 eV

=====

(2)
Molecular formula: C43H67BN8P2SSiSr
Method: DFT, wB97M-V/def2-TZVPD

```
124
Properties=species:S:1:pos:R:3
H -3.2237 4.3484 4.7078
H -3.5039 -1.3674 -4.0910
P 2.0894 0.4507 2.8043
C 0.8265 -0.5725 3.7379
N -1.5996 -2.0018 1.3556
B -0.8071 -0.8336 1.7234
H -4.1602 7.9930 1.4561
H -1.9171 6.5229 -1.8811
C 3.1100 1.5514 -2.7767
C -2.8394 4.2868 3.7000
C -2.8089 5.0314 1.3970
C -4.9433 -1.4720 -1.7670
C 2.9042 1.0941 5.5541
H -2.5548 -4.9842 -2.9032
H 5.3758 -0.6758 -2.3334
H -1.4360 7.3626 -0.4094
Sr -0.7328 1.5644 0.7104
H 2.4912 -2.4593 -2.1969
N 4.3866 -1.5547 -3.8798
P -2.0383 -1.4766 -1.3428
H -0.0970 -5.5097 4.9181
Si -3.5295 6.0545 -0.0180
H -1.5272 2.6352 4.0927
H 5.0438 -1.9764 3.3944
H 1.0948 2.9575 3.2904
C -2.6299 -2.0644 0.3358
H 3.6997 2.2433 -3.3545
C 3.5241 -3.1055 -5.1303
H -1.7006 -2.5663 -4.3563
H -3.0366 -3.0728 0.2625
C 4.3308 -0.2087 1.3715
N -0.0644 -1.3241 2.8774
H -4.1778 0.2482 -3.8790
H 1.3400 -1.2428 4.4286
N 1.6052 0.5045 -1.4851
H -2.6211 -4.6908 1.5671
H 2.0005 -1.8466 1.2950
H 1.0232 -0.8604 -6.9803
H -0.3447 -3.5807 -3.8827
H 1.1388 -3.2535 -7.4864
H 4.0314 3.3021 4.2575
H -3.5419 -3.5862 -3.3171
H 3.7741 0.4433 5.5684
H 5.0948 -0.9254 1.0531
H -1.2802 -4.5265 -0.6158
H -4.0338 4.1630 -1.5935
H -3.5171 -4.1936 -1.6504
C -1.7092 -3.1212 -2.2374
H -1.7898 -6.2352 3.2851
H -3.4498 -1.3989 0.6201
C -0.3665 -2.6544 3.1391
H -0.0790 -4.5243 -1.9010
N 3.5000 0.2431 -2.5804
H 4.7388 1.8079 3.6455
C 2.8122 -2.0869 1.9808
C -2.2927 7.0724 -1.0204
C 2.5510 -0.3511 -1.7906
H 1.7727 3.5513 4.8138
C -1.8511 -4.3575 2.2523
C -1.3220 -3.0765 2.1889
H 3.1038 1.9234 6.2402
C -3.7363 0.6537 -1.3100
C 1.4524 2.6546 4.2770
C 1.7409 -1.4741 -6.4512
C -4.6160 4.9313 -1.0846
C 2.6928 -3.6824 -6.0926
C -0.4359 -4.8213 4.1543
C 1.9426 1.6902 -2.0958
H 4.9856 -0.3254 4.0044
H -5.3644 4.4340 -0.4629
C 4.6882 -0.3693 -3.1222
H -5.5256 6.8779 1.2930
H -4.0424 5.8898 2.9064
H -0.3804 -1.8651 -3.4274
N -1.4056 3.2003 2.1277
H 2.4991 0.1727 -5.2874
C 3.4506 -1.7322 -4.8567
H 3.5508 -2.6988 1.4550
C -0.9898 -2.7618 -3.5530
H 3.6902 0.0389 0.5229
C -3.2923 5.1384 2.6853
H 1.7847 -1.9281 -0.6681
H 2.4055 -2.6894 2.7927
C -1.9081 3.3401 3.3612
C -3.4262 -0.4523 -3.5033
S -1.2346 3.8611 -0.4479
N 4.4744 -3.6561 -4.2980
C -2.9088 -4.0141 -2.5394
H -3.9402 0.5522 -0.2397
H -2.7796 7.9846 -1.3751
H 0.7886 -3.2235 4.8791
H -2.4380 -0.0151 -3.6730
C 4.3689 -1.1669 3.6887
C 0.0737 -3.5266 4.1235
C 2.5561 -0.8847 -5.5106
H -4.9770 -2.4186 -2.2999
H 0.6168 2.2218 4.8301
C 2.6183 1.6602 4.1640
C -4.6886 7.3361 0.7609
N 4.9624 -2.7383 -3.5637
H -5.1451 5.5142 -1.8422
C -0.7407 -3.8847 -1.3116
C 3.8392 2.4239 3.6352
H 0.2527 0.1389 4.3419
C 1.8087 -2.8495 -6.7385
C -1.8317 4.0186 1.1463
H 3.6636 2.7639 2.6113
H 4.8345 0.7047 1.6916
H -5.0983 -1.6699 -0.7047
C -3.6395 -0.7126 -2.0073
H 2.7458 -4.7406 -6.3097
H -4.5489 1.2360 -1.7514
H 3.5559 -2.0071 -0.8714
H -5.7855 -0.8676 -2.1199
H 1.3237 2.5694 -2.0039
H -5.1050 7.9616 -0.0315
C 3.4792 -0.8084 2.5041
H 3.7827 -1.5181 4.5396
H -0.1196 -3.2076 -0.7222
H -2.8114 1.2223 -1.4470
H 2.0483 0.5397 5.9441
C -1.3902 -5.2305 3.2330
H 5.1847 0.3653 -3.7559
C 2.6078 -1.7720 -1.3581
```

Calculated values
maximum force: 3.67 eV Å⁻¹
HOMO-LUMO gap: 6.5 eV

=====

LUMO level: -0.902; 0.277 (eV)
Molar mass: 672.4; 916.6 (g/mol)
DFT total energy: -3694.04513; -3542.82410 (hartree)